(1)
86
Properties=species:S:1:pos:R:3:lowdin_charge:R:1 method="wB97M-V/def2-TZVPD" e_tot_ha=-2178.4744 relative_energy_kcal_mol=31.8 homo_ev="-7.35 / -7.35" gap_ev="7.017 / 7.018" max_force_ev_per_a=2.16
Ir -0.66978 -0.86515 -0.04523 1.480
C -2.17352 -4.74381 0.93063 -0.056
O -3.02894 -4.41882 2.03315 -0.069
C -3.11737 -3.15363 2.53228 -0.202
C -3.75738 -3.04672 3.76006 -0.004
C -3.96097 -1.82009 4.37907 -0.089
C -3.51569 -0.66465 3.77062 -0.058
C -2.85001 -0.73919 2.54298 -0.172
C -2.41564 0.50261 1.94616 -0.090
N -1.60287 0.73361 0.95261 -0.154
N -1.50975 2.11344 0.77332 0.036
C -0.46356 2.53517 0.06931 -0.520
O 0.39563 1.83561 -0.48841 -0.059
C -0.38473 4.03383 -0.02157 -0.143
C -0.89353 4.85414 0.97965 -0.035
C -0.79160 6.23344 0.87277 -0.087
C -0.19109 6.80520 -0.23996 -0.098
C 0.31752 5.99045 -1.24345 -0.084
C 0.22586 4.61270 -1.12798 -0.036
C -2.64673 -1.97616 1.91168 -0.277
O -2.06199 -2.01992 0.73205 -0.232
H -2.24356 -5.82519 0.83544 0.093
H -1.14088 -4.45558 1.12825 0.082
H -2.49826 -4.26966 0.01177 0.080
H -4.10197 -3.96553 4.21904 0.120
H -4.47057 -1.77866 5.33194 0.101
H -3.67181 0.30482 4.22705 0.109
H -2.80264 1.40411 2.40716 0.127
H -1.37057 4.39733 1.83580 0.103
H -1.18330 6.86531 1.65998 0.099
H -0.11598 7.88196 -0.32372 0.098
H 0.78845 6.43157 -2.11320 0.099
H 0.63243 3.96184 -1.89217 0.088
C 2.52983 -3.47357 0.86088 -0.029
N 2.45951 -2.34054 1.76830 -0.125
C 3.36200 -2.43536 2.90236 -0.043
C 1.70445 -1.23993 1.55473 -0.350
N 1.36285 -0.78395 0.35128 0.005
C 2.15155 -1.01719 -0.79805 -0.223
C 3.52267 -1.24607 -0.80697 -0.033
C 4.17313 -1.52280 -2.00277 -0.081
C 3.45845 -1.57576 -3.19211 -0.085
C 2.10823 -1.25829 -3.19405 -0.033
C 1.48510 -0.90419 -2.00854 -0.270
N 0.17530 -0.42629 -1.91178 -0.004
C -0.20673 0.58661 -2.68346 -0.354
N 0.63189 1.39024 -3.38449 -0.131
C 1.97595 1.74957 -2.96342 -0.041
C 0.32789 1.75219 -4.75740 -0.044
N -1.52567 0.85198 -2.83818 -0.125
C -2.00882 2.22784 -2.86552 -0.031
C -2.55018 -0.11094 -2.47353 -0.053
N 1.32230 -0.56926 2.67344 -0.132
C 0.67881 -1.28511 3.77166 -0.016
C 0.99471 0.84776 2.61193 -0.028
H 3.50764 -3.52314 0.37385 0.091
H 1.74871 -3.40944 0.11244 0.065
H 2.38376 -4.38513 1.44589 0.101
H 4.37490 -2.62323 2.53592 0.094
H 3.08273 -3.26305 3.55881 0.093
H 3.35665 -1.51117 3.47223 0.094
H 4.07762 -1.22874 0.12268 0.115
H 5.23674 -1.72119 -1.99585 0.102
H 3.95271 -1.84194 -4.11682 0.103
H 1.53238 -1.25803 -4.11193 0.127
H 2.06719 1.64443 -1.89000 0.084
H 2.13122 2.80031 -3.21977 0.091
H 2.73736 1.15394 -3.47276 0.086
H -0.65563 1.38728 -5.03989 0.093
H 1.07268 1.31070 -5.42764 0.093
H 0.35362 2.83716 -4.88858 0.091
H -1.19485 2.92347 -3.04622 0.075
H -2.46332 2.47334 -1.90180 0.094
H -2.75984 2.34151 -3.64944 0.095
H -2.17631 -1.12259 -2.58701 0.058
H -3.40735 0.04244 -3.13141 0.095
H -2.88854 0.03619 -1.44038 0.071
H 0.96291 -2.33292 3.77282 0.085
H -0.40888 -1.22243 3.67483 0.086
H 0.96952 -0.83938 4.72392 0.097
H 1.47975 1.30446 1.75258 0.092
H 1.34652 1.31440 3.53450 0.097
H -0.06879 1.01458 2.52638 0.056
O -1.03396 -3.04364 -2.41830 -0.063
N -0.19240 -3.46254 -1.66050 -0.144
O 0.01685 -2.76690 -0.56997 -0.342

=====

(2)
85
Properties=species:S:1:pos:R:3:lowdin_charge:R:1 method="wB97M-V/def2-TZVPD" e_tot_ha=-4769.3276 relative_energy_kcal_mol=46.8 homo_ev="-4.80 / -4.80" gap_ev="4.463 / 4.464" max_force_ev_per_a=3.00
Na -0.95664 0.51140 -0.26787 0.264
C -2.72771 -3.62853 -0.90627 -0.035
C -1.82025 -2.54065 -0.46330 -0.267
N -2.09760 -1.45877 0.19328 0.063
C -3.38733 -1.27672 0.81763 -0.199
C -3.54572 0.04066 1.59735 -0.201
N -2.42565 0.99226 1.60380 -0.089
C -2.80257 2.37937 1.86516 -0.217
C -1.62218 3.33282 2.06992 -0.212
N -0.66001 3.18073 0.99464 -0.064
C 0.74860 3.26023 1.41035 -0.230
C 1.67063 2.60538 0.39752 -0.203
N 1.70860 1.13120 0.55804 0.041
C 2.17730 0.42996 -0.41410 -0.270
C 3.15136 1.11769 -2.68303 -0.030
C 1.81844 -2.04070 -0.53527 -0.250
C 2.26357 -3.40030 -0.51513 -0.049
C 1.36159 -4.40838 -0.79849 -0.052
C 0.03875 -4.12162 -1.01280 -0.026
C -0.36843 -2.78769 -0.79415 -0.200
N 0.48265 -1.74615 -0.69246 0.190
H -3.75549 -3.25123 -0.99680 0.080
H -2.66367 -4.49923 -0.22918 0.107
H -2.38186 -3.98979 -1.89657 0.092
H -3.60250 -2.08738 1.50614 0.117
H -4.21584 -1.23877 0.03923 0.129
H -3.85685 -0.22961 2.62622 0.115
H -4.39460 0.59598 1.13178 0.115
H -1.61962 0.70378 2.15919 0.095
H -3.35581 2.39292 2.78775 0.105
H -3.50839 2.71190 1.10068 0.102
H -1.10927 3.19358 3.05411 0.133
H -2.02696 4.37010 2.09255 0.121
H -0.85956 3.97686 0.35244 0.129
H 0.90975 2.69799 2.34171 0.082
H 1.08601 4.30024 1.58845 0.121
H 2.66651 3.03254 0.68047 0.132
H 1.41082 2.87443 -0.64933 0.099
H 3.02817 2.16416 -3.00780 0.095
H 3.19336 0.47626 -3.57689 0.059
H 4.08684 1.03207 -2.14167 0.089
H 3.26266 -3.60187 -0.16299 0.099
H 1.71017 -5.43633 -0.84206 0.116
H -0.64736 -4.91045 -1.24442 0.094
C 3.31804 -1.99349 -3.08592 -0.092
C 4.36823 -1.92032 -1.97027 -0.255
N 4.08570 -1.07952 -0.81078 -0.094
C 2.78721 -0.94525 -0.17107 -0.621
S 3.27822 -1.36714 1.64634 0.548
N 2.01905 0.80926 -1.79677 -0.126
N 0.80129 1.38840 -2.05192 0.104
C 0.15650 1.05928 -3.15639 -0.227
C 0.50785 0.14365 -4.32490 -0.007
C -1.12028 1.77316 -3.28472 -0.226
C -1.52103 2.28782 -4.53225 -0.003
C -2.77674 2.91831 -4.65073 -0.045
C -3.63320 2.92603 -3.55083 -0.042
C -3.09191 2.46048 -2.33028 -0.117
N -1.92873 1.83109 -2.18843 0.117
H 3.70935 -1.67972 -4.04784 0.072
H 2.95160 -3.01923 -3.18027 0.080
H 2.47502 -1.34236 -2.86777 0.017
H 4.62687 -2.93855 -1.65495 0.093
H 5.32055 -1.51085 -2.29938 0.107
H 4.84594 -1.09538 -0.10072 0.080
H 1.27529 -0.61919 -3.98948 0.064
H -0.40439 -0.41489 -4.60247 0.096
H 0.92799 0.68406 -5.21243 0.102
H -0.89664 2.21900 -5.39752 0.102
H -3.05114 3.33148 -5.59979 0.101
H -4.66024 3.24569 -3.57155 0.100
H -3.70331 2.60495 -1.44833 0.100
Se 2.35782 0.31801 3.12313 0.937
N 0.63897 -0.39098 2.99981 -0.190
C 0.34794 -0.54725 4.28611 -0.449
C -0.92468 -1.00559 4.68909 -0.082
C -1.24196 -0.97729 6.04480 -0.129
C -0.33210 -0.53425 7.05039 -0.137
C 0.98702 -0.22739 6.76138 -0.057
C 1.34962 -0.20708 5.37460 -0.416
N 2.56166 0.10229 4.92123 -0.235
H -1.66793 -1.29523 3.95848 0.082
H -2.18127 -1.46420 6.30943 0.083
H -0.65596 -0.37795 8.06668 0.079
H 1.72988 -0.00016 7.50847 0.095